The following is a quantum chemistry calculation of a 10-piece molecular cluster, C54H138N10O17 overall at a distorted geometry, from the OMol25 dataset.

Properties
electronic energy	-107928.9486	eV
gap between HOMO and LUMO	8.7	eV
relative energy (zero: lowest compared OMol25 entry of this formula, charge and spin)	60.4	kcal per mole
lowest unoccupied orbital energy	0.52	eV
highest occupied orbital energy	-8.139	eV
SMILES string	COC[C@H](C)N.COC[C@H](C)N.COC[C@H](C)N.COCCNCCOC.COCCNCCOC.COCCNCCOC.COCCNCCOC.COCCNCCOC.COCCNCCOC.COCCNCCOC

Atoms and positions in Å:
O1 -9.94322 9.68544 -11.27289
O2 -13.16278 15.51285 -21.13158
O3 -7.90794 14.21158 -14.27947
O4 -9.95884 18.47983 -17.53513
O5 -17.67949 17.46453 -14.51438
O6 -13.28950 13.68314 -16.79587
O7 -8.10312 12.80045 -20.33499
O8 -18.20342 5.00678 -18.66454
O9 -13.12288 8.34851 -15.66345
O10 -9.32428 6.72512 -16.76654
O11 -15.81887 19.38784 -20.36380
O12 -18.92032 2.06148 -22.63088
O13 -16.09238 11.14740 -19.79621
O14 -6.84041 7.10299 -12.62071
O15 -20.59707 14.49482 -16.58570
O16 -14.86296 11.70289 -14.06183
O17 -14.57185 9.59664 -9.27371
N1 -15.60125 17.18476 -18.45550
N2 -9.64129 6.47169 -13.61586
N3 -18.00995 15.67336 -16.69889
N4 -17.30162 9.95643 -13.83514
N5 -8.22605 13.45123 -17.04784
N6 -12.78951 10.20223 -11.60095
N7 -19.90744 4.28363 -20.76428
N8 -9.66661 18.90926 -20.23983
N9 -12.19490 11.31963 -15.61064
N10 -15.75426 13.98720 -21.06044
C1 -14.07416 9.52042 -11.59725
C2 -9.69177 5.51222 -17.37233
C3 -7.17802 12.95852 -16.17584
C4 -13.54127 18.32099 -19.06676
C5 -18.24902 1.97497 -23.85293
C6 -8.75852 19.07909 -17.98507
C7 -7.31109 5.83537 -12.99188
C8 -17.88987 10.82807 -16.06162
C9 -15.89977 20.61437 -21.11061
C10 -8.23448 14.27040 -12.91251
C11 -8.35023 5.91538 -14.08414
C12 -13.36760 9.42146 -16.57290
C13 -14.89466 18.46532 -18.36209
C14 -18.02651 6.04323 -17.73585
C15 -14.09742 7.34643 -15.83423
C16 -20.62082 3.14813 -21.32288
C17 -15.02823 10.04239 -10.52551
C18 -16.53615 16.96031 -15.20179
C19 -12.37520 16.47271 -20.44882
C20 -18.46233 4.36058 -20.95138
C21 -21.94303 14.56367 -16.98552
C22 -16.42132 12.84033 -21.66500
C23 -8.41023 18.85987 -19.48437
C24 -14.41715 16.02963 -21.53477
C25 -14.36264 12.86772 -13.42889
C26 -16.80992 15.61886 -15.84041
C27 -16.14894 11.97252 -14.60783
C28 -16.79067 10.65243 -15.00644
C29 -7.11533 13.07979 -19.35321
C30 -19.73034 14.21531 -17.69509
C31 -9.69467 17.12800 -17.18673
C32 -10.51673 10.19919 -12.44847
C33 -13.82275 14.81521 -17.42913
C34 -11.91280 9.62670 -12.61061
C35 -5.93305 7.02677 -11.52098
C36 -10.67084 6.54680 -14.69278
C37 -7.72001 14.01988 -18.29376
C38 -9.13080 11.90413 -19.93475
C39 -7.62952 12.87700 -14.71027
C40 -10.34958 7.33231 -15.96697
C41 -15.24995 14.89958 -22.09797
C42 -11.39890 12.49858 -15.87021
C43 -20.20043 2.66177 -22.67810
C44 -18.29595 14.32337 -17.15423
C45 -7.40085 19.91032 -19.96876
C46 -11.91043 13.44719 -16.92250
C47 -16.98319 11.96534 -20.54858
C48 -15.32437 11.87191 -18.87756
C49 -17.93954 5.44107 -19.99979
C50 -17.93598 16.79826 -13.30676
C51 -15.72785 19.59157 -18.98249
C52 -8.75919 10.34538 -10.90474
C53 -12.16726 10.35282 -16.68997
C54 -15.45718 9.97773 -8.21600
H1 -15.00139 13.08784 -12.57200
H2 -11.18815 7.43848 -16.65200
H3 -14.26577 16.85336 -22.24340
H4 -7.93813 17.89676 -19.69366
H5 -19.95761 13.15074 -17.82031
H6 -9.40854 7.45997 -13.50340
H7 -18.21408 13.57135 -16.36168
H8 -16.05157 15.23887 -16.52380
H9 -5.44473 7.98764 -11.40205
H10 -17.52539 12.55784 -19.80352
H11 -16.28423 9.27422 -8.33589
H12 -8.59181 14.49486 -18.74775
H13 -15.84368 12.65117 -18.31001
H14 -9.20147 13.78559 -12.72741
H15 -12.30897 9.79036 -13.61152
H16 -16.85807 5.53522 -20.14294
H17 -18.45835 6.39969 -20.09676
H18 -8.88129 5.00092 -17.88486
H19 -14.24320 9.93667 -16.16632
H20 -8.02522 10.30476 -11.71677
H21 -12.05999 17.32042 -21.06085
H22 -7.92884 6.50834 -14.90449
H23 -7.91390 18.81920 -17.33728
H24 -16.36708 17.68270 -16.00029
H25 -14.18638 13.67882 -14.14642
H26 -16.95759 6.27885 -17.66276
H27 -15.66024 16.99654 -14.55058
H28 -22.24296 13.59393 -17.40924
H29 -9.12882 16.61236 -17.97060
H30 -6.18733 13.42043 -16.25554
H31 -13.35039 12.71538 -13.04565
H32 -7.01353 14.81531 -18.00769
H33 -16.01370 10.03035 -15.45487
H34 -8.29614 9.85076 -10.04999
H35 -20.96680 2.01485 -23.11340
H36 -8.36912 15.31560 -12.62771
H37 -14.65642 18.65757 -17.31304
H38 -14.46818 12.32969 -19.38983
H39 -13.93607 8.43814 -11.46703
H40 -20.12982 3.53150 -23.34775
H41 -10.51750 5.65988 -18.07745
H42 -22.57690 14.74784 -16.12116
H43 -17.75980 11.31734 -20.96415
H44 -16.82040 12.67764 -14.10344
H45 -18.50293 15.86944 -13.40403
H46 -8.88607 20.15785 -17.85951
H47 -9.97979 8.31029 -15.65821
H48 -12.99935 19.26964 -19.04825
H49 -16.13012 15.36454 -22.56227
H50 -7.31278 20.09925 -21.04108
H51 -10.43454 18.68311 -19.61198
H52 -22.11072 15.31766 -17.76097
H53 -10.38562 12.21648 -16.18500
H54 -14.85007 11.20602 -18.15363
H55 -14.84666 20.92044 -21.19156
H56 -13.66315 9.09029 -17.57484
H57 -15.79898 12.28150 -22.37006
H58 -7.54020 20.92829 -19.59033
H59 -16.93549 14.93529 -14.98831
H60 -12.27113 10.86983 -17.66061
H61 -13.26657 15.72774 -17.19334
H62 -18.63223 11.55390 -15.71266
H63 -13.93137 6.56577 -15.09005
H64 -7.43393 13.85366 -12.29366
H65 -17.34972 13.21300 -22.10809
H66 -17.01462 16.69287 -12.71886
H67 -9.55605 12.18158 -18.97466
H68 -17.97903 3.47037 -20.52680
H69 -11.14449 9.96760 -16.70923
H70 -6.40775 19.57717 -19.65948
H71 -14.97022 16.51159 -20.71674
H72 -14.00719 14.67763 -18.50015
H73 -18.37824 5.75365 -16.74602
H74 -11.51026 7.05428 -14.20867
H75 -14.73487 14.37439 -22.91343
H76 -5.18159 6.30500 -11.86128
H77 -14.83672 15.01581 -17.07073
H78 -15.20239 20.50720 -18.66514
H79 -11.12948 13.02481 -14.94683
H80 -8.86607 10.84446 -20.03502
H81 -16.01630 17.11310 -19.37891
H82 -14.45822 9.75132 -12.59396
H83 -13.97963 6.83072 -16.79416
H84 -20.64890 2.32465 -20.59389
H85 -10.06420 4.81578 -16.61279
H86 -15.77253 11.02181 -8.28533
H87 -8.46306 5.00104 -14.67313
H88 -18.84927 1.82262 -24.75715
H89 -6.39898 6.64126 -10.61407
H90 -7.71523 5.33698 -12.09860
H91 -6.47884 13.79192 -19.88093
H92 -18.57501 6.95793 -17.98890
H93 -15.05629 11.13747 -10.54274
H94 -20.09104 4.46004 -19.78917
H95 -16.38304 21.42166 -20.56335
H96 -14.96016 9.87186 -7.25513
H97 -6.79441 12.43705 -14.16106
H98 -17.60753 14.02196 -17.95003
H99 -16.01390 9.63534 -10.79171
H100 -18.13317 4.56876 -21.96558
H101 -17.44211 11.27509 -16.94988
H102 -13.10780 11.55582 -15.24535
H103 -12.34855 10.18533 -10.68900
H104 -17.49781 1.18725 -23.84975
H105 -18.06060 10.48734 -13.42314
H106 -19.86246 14.89219 -18.53984
H107 -16.72378 19.66132 -18.52913
H108 -12.90143 16.81300 -19.55223
H109 -11.06939 5.53879 -14.83439
H110 -16.36918 17.08579 -17.80469
H111 -16.22731 20.35518 -22.11140
H112 -6.51655 5.15012 -13.32475
H113 -9.99687 9.69563 -13.28492
H114 -11.56602 13.16058 -17.92353
H115 -12.92360 17.58967 -18.54540
H116 -7.00460 11.87996 -16.31944
H117 -17.72384 2.92154 -24.04348
H118 -9.85234 11.92070 -20.75757
H119 -10.60058 16.52219 -17.32006
H120 -11.47318 15.95732 -20.11948
H121 -9.86934 19.87497 -20.48746
H122 -15.15162 7.62250 -15.73587
H123 -18.43679 9.90675 -16.24607
H124 -10.53840 11.25914 -12.71722
H125 -16.56955 9.83806 -13.14627
H126 -11.83839 8.53296 -12.49599
H127 -18.83834 15.99603 -16.20901
H128 -8.74203 14.09563 -16.45951
H129 -21.68317 3.40462 -21.39788
H130 -18.51451 17.45544 -12.64964
H131 -11.38406 14.39263 -16.71691
H132 -15.87944 12.55387 -15.51115
H133 -6.57037 12.23164 -18.93950
H134 -14.85403 13.72065 -20.66009
H135 -8.56124 12.30976 -14.63808
H136 -9.34055 16.98060 -16.16812
H137 -13.68571 17.98899 -20.09410
H138 -8.88785 11.38219 -10.57737